[1]
Below is C38H92BKN2O12 as an isolated structure, with properties calculated with ωB97M-V/def2-TZVPD.

Geometry as XYZ:
```
146
C38H92BKN2O12 ωB97M-V/def2-TZVPD
K 21.18325 24.92865 -7.51859
B 21.98276 25.60925 -4.81666
H 22.68489 25.68791 -3.82889
H 20.99311 26.31401 -4.72544
H 22.62190 25.87592 -5.74794
H 21.58029 24.52086 -4.95057
C 23.87360 27.91119 -7.74887
O 23.29829 26.94119 -8.56685
C 23.56456 27.13714 -9.93263
C 22.52313 26.33633 -10.70183
O 22.33310 25.04826 -10.21076
C 23.46090 24.21364 -10.24888
H 24.94959 27.99901 -7.93875
H 23.70880 27.69444 -6.69668
H 23.40948 28.90266 -7.87973
H 24.59632 26.81213 -10.11236
H 23.42448 28.17634 -10.26152
H 22.85656 26.31727 -11.75255
H 21.57599 26.87145 -10.67154
H 23.79506 23.99986 -11.27562
H 23.12581 23.25634 -9.85428
H 24.31622 24.55007 -9.65729
C 23.37450 29.42876 -4.45741
O 24.62789 29.71289 -5.06188
C 24.62682 31.03667 -5.46571
C 25.75905 31.37532 -6.39881
O 27.00924 31.34598 -5.71240
C 28.07492 31.79035 -6.51066
H 23.29909 29.79274 -3.42574
H 23.35540 28.33891 -4.35750
H 22.50515 29.69408 -5.06539
H 24.69494 31.75155 -4.63198
H 23.68713 31.28650 -5.98012
H 25.62133 32.43424 -6.66053
H 25.77621 30.67771 -7.24313
H 28.14457 32.88468 -6.55209
H 27.91984 31.49268 -7.56380
H 28.99435 31.29655 -6.20727
C 23.73375 23.07163 -6.35097
O 22.80568 22.74852 -7.37019
C 22.29604 21.43099 -7.18015
C 21.10226 21.25866 -8.09154
O 20.04053 22.14983 -7.81803
C 19.25273 21.87726 -6.69085
H 23.31094 23.05045 -5.34673
H 23.94289 24.14266 -6.42119
H 24.66568 22.51414 -6.46747
H 22.02354 21.21496 -6.13989
H 23.12006 20.76109 -7.46403
H 20.71059 20.23974 -8.19222
H 21.44367 21.52280 -9.09928
H 19.85191 21.82648 -5.77491
H 18.65901 20.96514 -6.82688
H 18.54687 22.69826 -6.56349
C 19.12008 27.36870 -6.60953
O 19.25258 26.77193 -7.89100
C 18.00606 26.38899 -8.44029
C 18.07777 25.59461 -9.72741
O 18.90211 24.46107 -9.56960
C 19.09209 23.75101 -10.78297
H 18.52832 26.66923 -5.99632
H 18.53488 28.29309 -6.62490
H 20.07274 27.46356 -6.10214
H 17.44959 27.30321 -8.69008
H 17.48758 25.79090 -7.67924
H 18.48208 26.25546 -10.50991
H 17.07967 25.26485 -10.03722
H 19.54190 24.40198 -11.54087
H 18.12733 23.37273 -11.14185
H 19.76787 22.93365 -10.54999
C 27.48114 24.54966 -3.20166
O 27.77644 25.59499 -4.06671
C 26.93178 26.69585 -3.86624
C 27.24243 27.49261 -2.60575
O 28.38313 28.30402 -2.74324
C 28.17745 29.59275 -3.29012
H 27.37482 24.90056 -2.17251
H 28.21177 23.74326 -3.26815
H 26.53573 24.05837 -3.45823
H 25.87090 26.44572 -3.94609
H 27.09253 27.39597 -4.69429
H 27.48425 26.81981 -1.77924
H 26.36012 28.07495 -2.30338
H 29.08732 30.19175 -3.20699
H 27.38274 30.15203 -2.78415
H 27.99738 29.51745 -4.36647
C 17.96588 24.58108 -3.35867
C 18.45125 23.52410 -2.35615
C 17.85705 22.19342 -2.77535
C 18.55953 21.02870 -2.08419
C 20.04637 21.01223 -2.39785
C 20.72274 22.33441 -2.05540
N 19.89954 23.46741 -2.48210
O 20.44330 24.73338 -2.15654
C 21.04137 22.42085 -0.55746
C 22.01983 22.40851 -2.85332
C 17.92450 23.88849 -0.97648
H 18.08417 25.60506 -3.01588
H 16.87799 24.46239 -3.46666
H 18.40990 24.39416 -4.33389
H 16.82198 22.07304 -2.43675
H 17.84651 22.04147 -3.85867
H 18.10839 20.06778 -2.33966
H 18.51560 21.11970 -0.99292
H 20.15179 20.75710 -3.46004
H 20.53362 20.22135 -1.82422
H 20.15714 22.64512 0.03797
H 21.57569 21.53509 -0.20475
H 21.72603 23.24949 -0.35361
H 21.76513 22.32529 -3.92017
H 22.62737 23.30145 -2.73892
H 22.59661 21.47490 -2.77359
H 17.98368 23.07558 -0.24651
H 16.87119 24.19328 -0.95685
H 18.43614 24.75253 -0.54612
H 21.06231 24.90711 -2.89558
C 17.95619 30.65038 -4.34847
C 18.75981 30.40564 -3.07183
C 18.41412 31.55709 -2.13101
C 18.79695 31.33073 -0.67425
C 18.30018 29.96982 -0.18924
C 18.70069 28.79824 -1.09365
N 18.40034 29.14118 -2.46420
O 18.43162 28.06818 -3.34219
C 20.19057 28.44390 -0.88788
C 17.78176 27.64172 -0.70721
C 20.26419 30.46966 -3.42524
H 17.94808 31.70559 -4.61549
H 18.23279 29.99293 -5.17270
H 16.90639 30.39188 -4.15916
H 18.97232 32.44536 -2.45079
H 17.36417 31.85528 -2.19670
H 19.88140 31.36375 -0.55831
H 18.31965 32.12754 -0.10387
H 17.23046 29.99753 0.01995
H 18.81198 29.81632 0.76699
H 20.66490 28.29179 -1.85704
H 20.32383 27.47440 -0.38865
H 20.77488 29.10634 -0.24707
H 18.14952 26.74904 -1.21881
H 16.79862 27.84742 -1.12873
H 17.75931 27.43122 0.35889
H 20.49929 31.17421 -4.22398
H 20.92623 30.67269 -2.57740
H 20.60068 29.47065 -3.73088
H 19.37773 27.82216 -3.42263
```

Computed properties:
HOMO level: -7.4 eV
Gap between HOMO and LUMO: 7.5 eV
Multiplicity: 1

Atomic partial charges in e from the Mulliken method, atoms 1 to 8:
1. K 0.117
2. B 2.407
3. H -0.202
4. H -0.702
5. H -1.000
6. H -0.620
7. C -0.963
8. O 0.454

[2]
Below is a 9-piece molecular cluster, C38H92O27P4 overall, with properties calculated with ωB97M-V/def2-TZVPD.

Geometry as XYZ:
```
161
C38H92O27P4 ωB97M-V/def2-TZVPD
C 10.15252 -26.26662 -13.05094
C 11.07398 -27.00417 -12.09954
O 10.43874 -26.99547 -10.81120
P 11.39119 -26.57551 -9.56702
O 12.74500 -27.15624 -9.60732
O 10.52075 -26.89440 -8.22043
C 9.50972 -27.89434 -8.28149
C 9.15598 -28.28804 -6.82709
O 11.49593 -24.96238 -9.68893
C 12.18751 -24.14431 -8.78685
C 11.30058 -23.78708 -7.57234
H 10.69424 -25.98759 -13.95469
H 9.24972 -26.84052 -13.25993
H 9.91892 -25.31774 -12.56808
H 11.27113 -28.01661 -12.45197
H 12.03436 -26.48870 -12.09133
H 8.66807 -27.37093 -8.73508
H 9.84511 -28.66308 -8.97766
H 10.05839 -28.54390 -6.27185
H 8.74714 -27.38383 -6.37615
H 8.45640 -29.12295 -6.78674
H 13.04300 -24.72206 -8.43697
H 12.49641 -23.20017 -9.23551
H 11.88009 -23.06150 -7.00158
H 10.36799 -23.34584 -7.92403
H 11.13461 -24.65461 -6.93364
C 17.60876 -18.89385 0.01858
C 18.53618 -18.57445 -1.14971
O 17.95060 -18.91061 -2.41659
P 18.16106 -20.39437 -3.08194
O 17.45062 -21.40784 -2.24055
O 17.74723 -20.20684 -4.66134
C 17.38074 -21.25643 -5.47677
C 18.56134 -22.18075 -5.82786
O 19.82828 -20.63865 -3.14103
C 20.74038 -19.78021 -3.85514
C 21.70411 -20.67807 -4.71608
H 17.38291 -19.95962 -0.01632
H 18.09379 -18.73571 0.98182
H 16.66301 -18.35384 -0.02663
H 18.66352 -17.49294 -1.19682
H 19.43680 -19.16873 -0.99544
H 16.56223 -21.78626 -4.98952
H 16.92190 -20.86679 -6.38549
H 18.18514 -22.97979 -6.46670
H 19.38051 -21.64599 -6.30857
H 19.07760 -22.58229 -4.95590
H 20.20859 -18.98943 -4.38427
H 21.34417 -19.18118 -3.17345
H 22.39637 -20.12554 -5.35135
H 22.32307 -21.23985 -4.01651
H 21.12644 -21.44095 -5.23799
C 11.23153 -23.95339 -4.01515
C 12.32752 -24.46601 -3.11005
O 13.11202 -25.39309 -3.92385
P 14.22892 -24.81083 -4.97695
O 14.06430 -23.43140 -5.49153
O 15.61859 -25.00812 -4.12851
C 16.05370 -24.10356 -3.16279
C 15.81570 -24.73725 -1.81579
O 14.34824 -25.94818 -6.11025
C 13.87726 -27.23596 -5.91602
C 14.78239 -28.13910 -5.09549
H 10.86949 -24.78881 -4.61442
H 10.44736 -23.66069 -3.31694
H 11.54717 -23.07913 -4.58448
H 12.94192 -23.69656 -2.64254
H 11.94994 -25.12977 -2.33226
H 17.13880 -24.01858 -3.22143
H 15.67985 -23.08111 -3.21683
H 16.04002 -24.03029 -1.01704
H 14.74462 -24.90659 -1.70532
H 16.41016 -25.63961 -1.67266
H 12.85693 -27.33802 -5.54641
H 13.87231 -27.60532 -6.94152
H 15.04022 -27.58500 -4.19293
H 14.43234 -29.14928 -4.88316
H 15.63745 -28.36241 -5.73354
C 9.35721 -17.56028 -12.15998
C 10.68286 -16.94216 -11.78251
O 11.71238 -17.82452 -12.04768
P 12.28086 -18.83141 -10.96274
O 13.33874 -19.75710 -11.46299
O 11.01032 -19.50670 -10.32782
C 11.01984 -20.19719 -9.08899
C 10.71025 -19.31427 -7.86437
O 12.81875 -17.72725 -9.83695
C 14.15755 -17.69021 -9.36131
C 14.21736 -17.85093 -7.79243
H 9.09764 -18.44628 -11.58057
H 8.52038 -16.86988 -12.26569
H 9.36658 -17.90996 -13.19232
H 10.84712 -16.00050 -12.30633
H 10.53658 -16.63743 -10.74625
H 10.27244 -20.98073 -9.21374
H 11.97671 -20.68919 -8.91457
H 10.99093 -19.76286 -6.91144
H 11.43614 -18.50833 -7.97217
H 9.68156 -18.98138 -7.72623
H 14.72404 -18.43621 -9.91867
H 14.61570 -16.73230 -9.60749
H 15.23629 -18.01416 -7.44136
H 13.77150 -17.02104 -7.24418
H 13.62519 -18.73835 -7.56898
C 17.08955 -17.51122 -14.49660
C 18.35433 -17.74181 -13.66180
O 18.09603 -18.68554 -12.62497
C 17.59398 -18.18267 -11.36207
O 17.36940 -17.04751 -11.05922
O 17.47940 -19.22142 -10.39686
C 18.10109 -20.52272 -10.62992
H 16.77009 -18.50262 -14.81784
H 17.37501 -16.87730 -15.33610
H 16.30328 -17.03321 -13.91230
H 18.77781 -16.81556 -13.27345
H 19.07629 -18.19898 -14.33848
H 17.64765 -20.95107 -11.52380
H 17.88867 -21.21552 -9.81567
H 19.17942 -20.43028 -10.75925
C 13.86061 -20.21200 -2.73262
C 13.63267 -20.08910 -4.23743
O 12.50441 -19.31321 -4.53231
C 12.49090 -17.99867 -4.40084
O 13.38251 -17.24759 -4.07116
O 11.30098 -17.62518 -4.86448
C 10.99683 -16.28816 -5.19279
H 13.89528 -19.26065 -2.20175
H 14.80355 -20.70365 -2.49335
H 13.05434 -20.83719 -2.34897
H 13.51107 -21.08662 -4.65965
H 14.48545 -19.69557 -4.79060
H 9.98342 -16.31013 -5.59360
H 11.65909 -15.99681 -6.00803
H 10.92852 -15.55119 -4.39261
C 15.96910 -26.87171 -9.81850
C 16.20538 -25.88790 -8.71177
O 17.08623 -24.78329 -8.96442
C 18.44044 -24.81971 -8.93472
O 19.16755 -23.85916 -9.16277
O 18.89658 -26.02158 -8.53328
C 20.22572 -26.10175 -7.99898
H 16.89592 -27.39943 -10.04347
H 15.59533 -26.41431 -10.73457
H 15.29669 -27.63807 -9.43295
H 16.41028 -26.33264 -7.73796
H 15.23840 -25.44934 -8.46541
H 20.90177 -25.76386 -8.78441
H 20.47434 -27.15278 -7.85196
H 20.39271 -25.53135 -7.08528
C 15.64569 -21.23692 -13.62673
O 15.26336 -21.40642 -12.26939
H 16.14923 -22.15943 -13.91574
H 14.82614 -21.07292 -14.32640
H 16.35749 -20.41164 -13.60807
H 14.59123 -20.79349 -11.96254
C 15.23310 -21.40151 -8.58555
O 14.24175 -21.47526 -7.52210
H 15.82536 -20.51003 -8.37916
H 15.84354 -22.29758 -8.47368
H 14.74396 -21.31404 -9.55570
H 14.50961 -22.10101 -6.84514
```

Computed properties:
HOMO level: -9.1 eV
Gap between HOMO and LUMO: 9.8 eV
SMILES: CCOP(=O)(OCC)OCC.CCOP(=O)(OCC)OCC.CCOP(=O)(OCC)OCC.CCOP(=O)(OCC)OCC.CCOC(=O)OC.CCOC(=O)OC.CCOC(=O)OC.CO.CO
Multiplicity: 1

Atomic partial charges in e from the Mulliken method, atoms 1 to 8:
1. C -1.185
2. C -0.206
3. O -0.359
4. P 0.430
5. O -0.474
6. O 0.030
7. C -0.303
8. C -1.145